Record 1
{"formula": "C3H8S", "method": "ωB97M-V/def2-TZVPD", "homo_ha": -0.3133, "charge": 0, "homo_lumo_gap_ha": 0.3549, "smiles": "CCSC", "lumo_ev": 1.1, "symbols": ["C", "C", "S", "C", "H", "H", "H", "H", "H", "H", "H", "H"], "positions_angstrom": [[0.811, -1.726, 0.879], [0.344, -0.296, 0.901], [-0.643, 0.090, -0.479], [-0.125, 1.747, -0.863], [-0.026, -2.466, 1.156], [1.153, -1.927, -0.147], [1.798, -1.974, 1.419], [0.078, 0.058, 1.972], [1.307, 0.078, 0.626], [-0.831, 2.239, -1.442], [0.701, 1.859, -1.439], [-0.060, 2.332, 0.010]], "forces_ev_per_a": [[-0.06, -2.83, 0.24], [1.92, 0.10, 2.30], [-1.61, -0.15, -0.89], [-1.34, -0.57, 1.42], [1.48, 0.82, -0.37], [-0.59, -0.20, 0.04], [-1.83, 0.71, 0.04], [0.00, -0.36, -1.93], [0.60, 1.56, 0.31], [-1.98, 0.55, -1.02], [3.11, -0.27, -1.39], [0.31, 0.65, 1.25]], "lowdin_charge": [-0.23, -0.65, 0.83, -0.41, 0.09, 0.05, 0.10, 0.12, 0.05, 0.01, 0.00, 0.03]}

Record 2
{"formula": "C3H8S", "method": "ωB97M-V/def2-TZVPD", "homo_ha": [-0.6020, -0.6004], "charge": 1, "homo_lumo_gap_ha": [0.2246, 0.2567], "spin_multiplicity": 2, "lumo_ev": [-10.3, -9.4], "symbols": ["C", "C", "S", "C", "H", "H", "H", "H", "H", "H", "H", "H"], "positions_angstrom": [[-0.315, -0.565, -1.221], [-0.452, -0.485, 0.389], [0.114, 2.769, -0.451], [0.691, 0.227, 1.125], [0.669, -0.281, -1.567], [-1.101, 0.076, -1.595], [-0.548, -1.585, -1.519], [-0.509, -1.540, 0.708], [-1.391, 0.072, 0.448], [0.481, 0.395, 2.187], [1.605, -0.324, 0.958], [0.756, 1.240, 0.538]], "forces_ev_per_a": [[-0.22, -0.38, 1.93], [0.32, 1.11, -1.95], [0.66, -1.32, 0.93], [-2.17, -2.84, -0.06], [0.32, 0.00, -0.17], [0.01, 0.21, -0.42], [0.17, 0.08, -0.31], [0.04, 0.35, 0.41], [0.05, -0.54, 1.08], [0.19, 0.73, -0.35], [0.73, 0.57, -0.14], [-0.11, 2.03, -0.97]], "lowdin_charge": [-0.08, -0.25, 0.74, -0.02, 0.07, 0.06, 0.08, 0.14, 0.10, 0.12, 0.11, -0.07]}

Listing relative energy (zero: lowest compared OMol25 entry of this formula, charge and spin) for the structures above in their given order: 24.8; 106.7 kcal/mol.
Listing calculated total energy for the structures above in their given order: -14074.8476; -14062.6378 eV.